Record 1
{
  "formula": "C13H26BrFNO8PS",
  "method": "ωB97M-V/def2-TZVPD",
  "e_homo_ha": -0.2711,
  "e_lumo_ev": 0.372,
  "smiles": "CC[C@@H](Br)CO[C@H](CN)[C@H](O[C@H](S)CCO)P(O)O.O=C1OC[C@@H](F)O1",
  "total_energy_ev": -124655.3540,
  "fmax_ev_per_a": 3.00,
  "symbols": ["C", "C", "C", "Br", "C", "O", "C", "C", "N", "C", "O", "C", "S", "C", "C", "O", "P", "O", "O", "H", "H", "H", "H", "H", "H", "H", "H", "H", "H", "H", "H", "H", "H", "H", "H", "H", "H", "H", "H", "H", "H", "H", "O", "C", "O", "C", "C", "F", "O", "H", "H", "H"],
  "coordinates": [[2.38128, 2.47205, 0.56194], [2.04163, 1.96452, 2.00254], [0.51979, 1.68514, 2.20626], [-0.65110, 3.11176, 1.45456], [0.10960, 0.26357, 1.74549], [0.81878, -0.15878, 0.58375], [0.41505, -1.48141, 0.26679], [1.55658, -2.57015, 0.56555], [2.71153, -1.88307, 1.20084], [-0.20329, -1.65383, -1.14937], [0.70505, -1.76222, -2.21892], [1.77166, -0.84895, -2.18571], [1.33041, 0.92272, -2.38512], [2.67793, -1.23862, -3.41446], [3.41842, -2.59744, -3.21817], [4.69300, -2.60975, -3.87041], [-1.67062, -0.48538, -1.53216], [-1.39071, 1.01071, -0.82460], [-3.05037, -1.12496, -0.78331], [3.22453, 1.86673, 0.17501], [1.54633, 2.34366, -0.14614], [2.64541, 3.54205, 0.61433], [2.54594, 0.98289, 2.13244], [2.37086, 2.63634, 2.81252], [0.33202, 1.72171, 3.29733], [-0.99114, 0.26364, 1.60132], [0.41438, -0.42863, 2.56663], [-0.39947, -1.74292, 0.98049], [1.16911, -3.31002, 1.29511], [1.87180, -3.05417, -0.37492], [2.67493, -2.02837, 2.20045], [3.58826, -2.23199, 0.83758], [-0.71204, -2.64629, -1.10520], [2.43521, -0.90733, -1.30163], [0.93414, 1.04590, -3.69350], [1.95595, -1.39178, -4.24640], [3.33324, -0.41123, -3.73193], [2.83034, -3.38231, -3.73501], [3.49667, -2.92262, -2.16108], [4.94886, -1.70748, -4.04879], [-2.19673, 1.53649, -0.80325], [-3.66521, -0.38610, -0.75279], [-4.23859, 1.66648, -0.62152], [-4.71060, 1.68267, 0.47465], [-5.96400, 2.10010, 0.75505], [-6.19201, 1.83958, 2.14232], [-4.79333, 1.79935, 2.68721], [-4.68973, 0.93590, 3.72581], [-4.05094, 1.29281, 1.59044], [-6.70869, 0.88399, 2.25313], [-6.79752, 2.62253, 2.59470], [-4.39262, 2.77251, 2.98016]],
  "nbo_charge": [-0.626, -0.433, -0.207, -0.054, -0.091, -0.558, 0.056, -0.256, -0.846, -0.220, -0.538, -0.025, -0.045, -0.451, -0.060, -0.719, 1.259, -1.005, -1.003, 0.213, 0.238, 0.209, 0.229, 0.207, 0.218, 0.207, 0.170, 0.193, 0.187, 0.201, 0.359, 0.366, 0.225, 0.212, 0.133, 0.223, 0.217, 0.179, 0.152, 0.464, 0.512, 0.495, -0.605, 0.983, -0.467, -0.132, 0.443, -0.320, -0.477, 0.210, 0.214, 0.166]
}

=====

Record 2
{
  "formula": "C13H26Cl10N2O2PS",
  "method": "ωB97M-V/def2-TZVPD",
  "e_homo_ha": -0.3847,
  "charge": 1,
  "e_lumo_ev": -3.970,
  "total_energy_ev": -166315.6180,
  "fmax_ev_per_a": 11.26,
  "symbols": ["O", "P", "O", "S", "C", "C", "N", "C", "N", "H", "H", "H", "H", "H", "H", "Cl", "C", "C", "Cl", "H", "H", "H", "H", "Cl", "C", "C", "Cl", "H", "H", "H", "H", "Cl", "C", "C", "Cl", "H", "H", "H", "H", "Cl", "C", "C", "Cl", "H", "H", "H", "H", "Cl", "C", "C", "Cl", "H", "H", "H", "H"],
  "coordinates": [[-2.90799, -0.00020, 2.24308], [-3.24520, -1.22815, 1.07557], [-2.47165, -0.76326, -0.45063], [-5.19069, -1.49001, 0.94250], [-2.33620, -2.83376, 1.59328], [-0.87900, -2.77950, 2.08890], [-0.64994, -4.21041, 2.29740], [-1.81228, -5.01154, 1.98634], [-2.90868, -4.16216, 1.52777], [-2.11066, 0.45390, 1.85271], [-2.15397, -1.61133, -0.85531], [-0.17085, -1.89025, 2.24004], [0.26643, -4.61084, 2.61711], [-1.89077, -6.14644, 2.03610], [-3.85508, -4.42738, 1.21987], [4.55619, -4.13361, 0.50160], [4.28827, -5.57235, 1.51438], [2.82413, -5.74917, 1.85516], [2.24305, -4.47535, 2.96217], [4.90396, -5.47841, 2.41069], [4.64610, -6.43345, 0.94656], [2.67036, -6.70456, 2.36099], [2.19893, -5.73414, 0.96014], [0.98886, -0.43380, -0.42472], [2.66805, -0.08195, -0.91859], [3.67523, -0.51673, 0.12687], [3.58633, 0.47908, 1.60096], [2.74206, 0.98637, -1.12840], [2.84273, -0.62440, -1.85009], [4.68800, -0.40875, -0.26681], [3.53171, -1.56007, 0.41403], [-6.68029, -2.77094, -3.10985], [-5.00040, -2.47873, -3.62399], [-3.99840, -2.93471, -2.58260], [-4.04539, -1.91136, -1.10864], [-4.89409, -1.41524, -3.84614], [-4.85202, -3.03620, -4.55111], [-2.98487, -2.86424, -2.98780], [-4.17271, -3.97055, -2.28265], [1.28778, 6.34841, -1.72605], [0.75478, 4.87416, -2.57168], [1.28738, 3.61554, -1.91658], [3.05066, 3.44972, -2.11452], [1.06951, 4.94940, -3.61403], [-0.33701, 4.87211, -2.54552], [0.83316, 2.73635, -2.37897], [1.06279, 3.59220, -0.84844], [1.60856, 9.78480, 2.94137], [0.52589, 9.75399, 1.52682], [0.95611, 8.72616, 0.49945], [2.48021, 9.17713, -0.30520], [0.49546, 10.75885, 1.10202], [-0.47195, 9.51125, 1.89833], [0.19832, 8.64428, -0.28241], [1.08909, 7.74023, 0.94850]],
  "nbo_charge": [-0.895, 1.637, -0.957, -0.394, -0.201, -0.024, -0.503, 0.237, -0.493, 0.503, 0.510, 0.314, 0.454, 0.273, 0.495, -0.047, -0.397, -0.382, -0.037, 0.239, 0.243, 0.236, 0.225, -0.103, -0.387, -0.396, -0.052, 0.245, 0.228, 0.236, 0.221, -0.046, -0.394, -0.420, -0.052, 0.227, 0.230, 0.207, 0.213, -0.048, -0.394, -0.390, -0.057, 0.228, 0.224, 0.219, 0.224, -0.057, -0.390, -0.394, -0.053, 0.226, 0.221, 0.225, 0.223]
}

=====

Record 3
{
  "formula": "C13H26Cl2O2SiV",
  "method": "ωB97M-V/def2-TZVPD",
  "spin_multiplicity": 2,
  "e_homo_ha": [0.0601, 0.0919],
  "charge": -2,
  "e_lumo_ev": [5.200, 5.331],
  "total_energy_ev": -76610.4138,
  "s2": 0.777,
  "fmax_ev_per_a": 2.84,
  "symbols": ["C", "C", "C", "C", "C", "C", "C", "C", "C", "C", "V", "Cl", "Cl", "O", "H", "H", "H", "H", "H", "H", "H", "H", "H", "H", "H", "H", "H", "H", "H", "H", "O", "H", "C", "Si", "C", "C", "H", "H", "H", "H", "H", "H", "H", "H", "H"],
  "coordinates": [[0.31186, -1.28448, -2.13684], [1.16145, -0.12874, -2.19006], [0.32014, 1.04067, -2.10453], [2.63119, -0.18102, -2.34369], [-1.04025, 0.59431, -1.97490], [-1.03896, -0.82695, -2.10690], [-2.23647, -1.69869, -2.18348], [0.75596, -2.70731, -2.13545], [0.72374, 2.46567, -2.15224], [-2.22858, 1.49340, -1.87723], [0.22462, -0.07805, -0.14262], [2.11863, 1.67081, 0.25891], [1.95419, -1.24294, 0.83048], [-0.09269, 1.16191, 1.40882], [3.02229, -1.16101, -2.07149], [3.08351, 0.52690, -1.65465], [2.95772, 0.08760, -3.35174], [1.56907, 2.64757, -1.44396], [-0.11180, 3.10581, -1.86087], [1.04498, 2.73524, -3.15896], [-1.98407, 2.43120, -1.34989], [-3.07516, 0.97338, -1.39951], [-2.53486, 1.75586, -2.90079], [-3.13795, -1.25336, -1.73656], [-2.09172, -2.68570, -1.72158], [-2.43218, -1.85338, -3.25422], [1.72146, -2.85231, -1.63628], [0.80775, -3.09806, -3.16243], [0.04980, -3.32400, -1.56528], [-0.24026, 2.12006, 1.20044], [-0.93480, -1.41700, 0.81480], [-1.90361, -1.48306, 0.91721], [1.94024, 1.87835, 3.21761], [0.42509, 0.81176, 2.93953], [0.70196, -0.96131, 3.50004], [-1.14556, 1.34410, 3.79822], [2.85136, 1.32957, 2.93870], [1.94366, 2.19283, 4.26912], [1.91626, 2.78972, 2.61165], [0.22937, -0.97771, 4.48721], [0.24960, -1.72804, 2.85608], [1.76482, -1.18183, 3.62107], [-1.06656, 1.21105, 4.88907], [-1.42709, 2.39109, 3.59080], [-2.02784, 0.76618, 3.44730]],
  "mulliken_spin": [-0.051, -0.019, -0.018, 0.007, 0.021, -0.046, 0.002, 0.011, 0.006, 0.049, 0.995, 0.009, 0.026, 0.025, 0.000, -0.001, 0.000, 0.009, -0.007, 0.000, -0.010, -0.005, -0.002, -0.002, 0.000, -0.001, 0.002, 0.001, -0.001, 0.004, 0.040, -0.013, 0.007, -0.020, -0.002, -0.008, 0.000, 0.000, 0.000, 0.000, 0.000, 0.001, 0.006, -0.003, -0.010]
}

=====

> What is the formula in the second record?

C13H26Cl10N2O2PS